# 1
# C24H70N6O8

A cluster of 8 separate species, C24H70N6O8 in total (ωB97M-V/def2-TZVPD, the Open Molecules 2025 dataset).

Results
SMILES string: COC[C@H](C)N.COC[C@H](C)N.COC[C@H](C)N.COC[C@H](C)N.COC[C@H](C)N.COC[C@H](C)N.O.O
ΔE to the lowest compared entry with this formula, charge and spin, eV: 0.658
LUMO energy, eV: 0.1

Last column: Löwdin charge in e.
Atoms and positions in Å:
C (-20.35890, -0.35089, -20.38988)  -0.1027
O (-19.22873, -0.28613, -19.56957)  -0.2084
C (-18.17106, 0.38442, -20.19124)  -0.2402
C (-16.91018, 0.29383, -19.41165)  -0.4413
C (-16.99006, 0.99192, -18.04800)  -0.0525
N (-15.79820, 0.76921, -20.25074)  0.0371
H (-20.19588, -1.07596, -21.20372)  0.1010
H (-20.66506, 0.60774, -20.81615)  0.0914
H (-21.17012, -0.80276, -19.81698)  0.0704
H (-17.94262, -0.12466, -21.15047)  0.1355
H (-18.41202, 1.39830, -20.55119)  0.1354
H (-16.71598, -0.76229, -19.19497)  0.1367
H (-16.03557, 1.04481, -17.52705)  0.0727
H (-17.69686, 0.42135, -17.43631)  0.0636
H (-17.39970, 2.00238, -18.13894)  0.0809
H (-15.02202, 1.05526, -19.67050)  0.0648
H (-16.07472, 1.55845, -20.82187)  0.0656
C (-21.74969, -5.38398, -15.24100)  -0.1166
O (-20.84737, -4.68777, -16.06074)  -0.1872
C (-21.04733, -3.29111, -16.01298)  -0.2368
C (-20.13349, -2.60893, -17.00375)  -0.4315
C (-18.65995, -2.80380, -16.60746)  -0.0514
N (-20.44988, -1.17534, -17.10743)  0.0682
H (-21.36065, -6.38712, -15.07798)  0.0860
H (-22.74017, -5.46760, -15.71073)  0.0875
H (-21.90160, -4.89043, -14.27349)  0.0888
H (-22.10214, -3.05220, -16.20066)  0.1030
H (-20.79492, -2.91883, -15.00890)  0.1304
H (-20.15324, -3.11146, -17.98584)  0.1342
H (-18.42451, -2.50810, -15.57977)  0.0816
H (-18.05424, -2.07756, -17.16651)  0.0574
H (-18.34510, -3.81500, -16.84842)  0.0779
H (-19.99170, -0.87856, -17.97445)  0.0283
H (-21.43906, -1.13755, -17.35830)  0.0318
C (-23.66332, 2.65975, -16.98590)  -0.1171
O (-24.27373, 1.44978, -16.64593)  -0.2136
C (-24.34994, 1.26363, -15.24875)  -0.2025
C (-24.57538, -0.19757, -14.89722)  -0.4391
C (-25.28498, -0.33877, -13.55445)  -0.0667
N (-23.36110, -1.01286, -14.89650)  0.0580
H (-23.58281, 2.75246, -18.06949)  0.0807
H (-22.67362, 2.75233, -16.52641)  0.0953
H (-24.22422, 3.56221, -16.70001)  0.0926
H (-23.44341, 1.59420, -14.71401)  0.1315
H (-25.13517, 1.89461, -14.80402)  0.1293
H (-25.26756, -0.62025, -15.63673)  0.1356
H (-25.48557, -1.38264, -13.32925)  0.0771
H (-26.15633, 0.31252, -13.50208)  0.0745
H (-24.62776, 0.00193, -12.74075)  0.0816
H (-22.61740, -0.48408, -14.42074)  0.0861
H (-22.88800, -0.91302, -15.80102)  0.0369
C (-27.04126, -1.84214, -18.80526)  -0.1050
O (-28.28949, -1.26270, -18.51761)  -0.1883
C (-28.98104, -1.86787, -17.45004)  -0.2284
C (-29.55758, -3.24237, -17.75562)  -0.4486
C (-30.59122, -3.13649, -18.85030)  -0.0681
N (-30.23845, -3.79936, -16.56626)  0.0344
H (-26.43892, -1.97603, -17.89399)  0.0873
H (-26.46168, -1.13917, -19.40369)  0.0703
H (-27.13641, -2.80560, -19.31402)  0.0874
H (-28.34868, -1.89036, -16.54468)  0.1214
H (-29.79026, -1.16830, -17.20757)  0.1306
H (-28.76107, -3.91083, -18.08674)  0.1333
H (-30.82624, -4.13995, -19.21827)  0.0794
H (-30.24690, -2.57463, -19.71750)  0.0795
H (-31.53516, -2.73576, -18.47624)  0.0794
H (-30.91118, -3.08006, -16.30238)  0.0664
H (-29.59645, -3.83796, -15.77794)  0.0668
C (-24.01420, -2.33221, -23.37313)  -0.1161
O (-23.36358, -3.26343, -22.56094)  -0.1884
C (-23.86092, -3.31685, -21.23434)  -0.2006
C (-22.80027, -3.87051, -20.32393)  -0.4486
C (-22.33954, -5.26085, -20.74944)  -0.0558
N (-23.32852, -3.94822, -18.96147)  0.0641
H (-25.09777, -2.49873, -23.38624)  0.0947
H (-23.61571, -2.43332, -24.38005)  0.0901
H (-23.77999, -1.31114, -23.02941)  0.0718
H (-24.04698, -2.26422, -20.95121)  0.1038
H (-24.80467, -3.87193, -21.20617)  0.1363
H (-21.90171, -3.23331, -20.39373)  0.1269
H (-21.63818, -5.70542, -20.04055)  0.0753
H (-21.84906, -5.19430, -21.72073)  0.0760
H (-23.19284, -5.94306, -20.78866)  0.0835
H (-23.57157, -3.01366, -18.63278)  0.0370
H (-22.61856, -4.32544, -18.34564)  0.0555
C (-30.48878, 3.64220, -19.83557)  -0.1178
O (-29.33490, 2.86989, -20.02519)  -0.1786
C (-28.18189, 3.64428, -20.25106)  -0.2357
C (-26.99061, 2.74344, -20.18624)  -0.4243
C (-26.68636, 2.27212, -18.75678)  -0.0493
N (-25.83139, 3.45144, -20.78851)  0.0393
H (-30.40061, 4.28620, -18.95290)  0.0883
H (-31.34224, 2.97468, -19.74046)  0.0871
H (-30.69130, 4.27298, -20.71450)  0.0886
H (-28.24696, 4.20776, -21.19185)  0.1297
H (-28.09353, 4.41124, -19.45791)  0.1294
H (-27.12997, 1.81596, -20.74693)  0.1361
H (-27.54352, 1.73930, -18.34645)  0.0824
H (-26.46892, 3.13016, -18.11083)  0.0797
H (-25.80205, 1.63960, -18.81626)  0.0479
H (-25.00903, 2.93359, -20.49443)  0.0288
H (-25.74522, 4.34915, -20.31375)  0.0701
O (-23.74605, -0.84382, -18.38524)  -0.0717
H (-24.06678, -0.56963, -19.25722)  -0.0124
H (-24.01392, -0.12575, -17.78784)  0.0121
O (-24.35560, 0.50983, -20.84693)  -0.0444
H (-23.71405, 1.18661, -21.08391)  0.0590
H (-24.72488, 0.21748, -21.68711)  0.0509

# 2
# C24H70N6O8

A cluster of 8 separate species, C24H70N6O8 in total (ωB97M-V/def2-TZVPD, the Open Molecules 2025 dataset).

Results
SMILES string: COC[C@H](C)N.COC[C@H](C)N.COC[C@H](C)N.COC[C@H](C)N.COC[C@H](C)N.COC[C@H](C)N.O.O
ΔE to the lowest compared entry with this formula, charge and spin, eV: 5.230
LUMO energy, eV: -0.2

Last column: Löwdin charge in e.
Atoms and positions in Å:
C (2.44505, -2.14675, -0.64166)  -0.0690
O (2.68731, -3.12636, -1.72317)  -0.2119
C (4.12730, -3.08649, -2.10754)  -0.1729
C (4.55034, -4.17977, -3.09589)  -0.3915
C (5.87311, -3.79708, -3.96635)  -0.0419
N (3.46279, -4.36745, -4.03803)  0.0113
H (3.35520, -1.83753, -0.12775)  0.0825
H (1.83196, -2.71210, 0.06019)  0.0586
H (1.86572, -1.25950, -0.89715)  0.0635
H (4.15060, -2.13734, -2.64295)  0.1177
H (4.87302, -2.88571, -1.33833)  0.1146
H (4.68763, -5.19636, -2.72737)  0.1272
H (5.75405, -2.94382, -4.63409)  0.0652
H (5.90070, -4.62695, -4.67252)  0.0613
H (6.81187, -3.76328, -3.41346)  0.0640
H (3.34624, -3.61740, -4.70431)  0.0696
H (2.61700, -4.36096, -3.48604)  0.0446
C (-5.98648, -0.23065, -0.03746)  -0.1082
O (-5.17079, 0.31463, 0.95456)  -0.1601
C (-4.05547, -0.42504, 1.36597)  -0.2552
C (-3.70085, -0.39278, 2.79005)  -0.4266
C (-3.90036, 0.99380, 3.43341)  -0.0314
N (-2.29054, -0.77929, 2.90048)  0.0679
H (-6.51745, -1.16518, 0.14376)  0.0831
H (-5.30536, -0.55547, -0.82401)  0.0754
H (-6.73248, 0.48474, -0.38359)  0.0943
H (-3.99585, -1.46583, 1.04768)  0.1282
H (-3.23550, 0.01882, 0.80140)  0.1090
H (-4.47866, -1.03976, 3.19566)  0.1405
H (-3.26989, 1.77056, 3.00068)  0.0571
H (-3.58968, 0.93910, 4.47676)  0.0711
H (-4.89306, 1.42616, 3.30800)  0.0806
H (-2.09325, -1.04643, 3.85432)  0.0803
H (-2.13802, -1.71644, 2.55611)  0.0657
C (-1.23121, 0.77581, 7.54475)  -0.1119
O (-0.57769, 0.78483, 6.27888)  -0.1834
C (0.59947, 0.00255, 6.36087)  -0.2020
C (1.45962, 0.56326, 5.23793)  -0.4145
C (1.00119, 0.37290, 3.76334)  -0.0658
N (2.81976, 0.03779, 5.21802)  0.0180
H (-0.63660, 1.19100, 8.35848)  0.0841
H (-1.42042, -0.24927, 7.86335)  0.0812
H (-2.20326, 1.26868, 7.56217)  0.0850
H (1.23999, 0.22024, 7.21553)  0.1263
H (0.42088, -1.05406, 6.16140)  0.1296
H (1.53137, 1.64619, 5.33902)  0.1388
H (1.66221, 0.67632, 2.95150)  0.0577
H (-0.00716, 0.77335, 3.65861)  0.0608
H (0.81971, -0.67652, 3.53122)  0.0532
H (3.37458, 0.55875, 4.55404)  0.0639
H (2.83911, -0.87970, 4.79619)  0.0620
C (-0.11321, 1.70804, -2.88376)  -0.0536
O (1.26917, 1.41017, -2.48998)  -0.1819
C (1.62102, 1.90541, -1.21825)  -0.2219
C (3.01189, 1.51414, -0.81003)  -0.4757
C (3.42048, 2.02298, 0.60015)  -0.0279
N (3.93653, 1.91054, -1.76667)  0.0335
H (-0.24898, 1.14358, -3.80628)  0.0873
H (-0.34691, 2.77026, -2.95564)  0.0695
H (-0.92109, 1.23442, -2.32598)  0.0691
H (1.39650, 2.95835, -1.04799)  0.1236
H (0.84423, 1.48215, -0.58143)  0.0910
H (3.31583, 0.47194, -0.90769)  0.1156
H (3.72814, 3.06865, 0.59520)  0.0741
H (4.25303, 1.44602, 1.00274)  0.0747
H (2.62349, 1.90192, 1.33380)  0.0522
H (3.39322, 1.69773, -2.59107)  0.0720
H (4.05190, 2.91285, -1.72022)  0.0755
C (-0.25343, -4.26466, -5.65497)  -0.0653
O (-1.05016, -4.82266, -4.57654)  -0.2120
C (-1.10965, -4.12344, -3.31713)  -0.1786
C (-1.74661, -2.69273, -3.35083)  -0.3958
C (-1.81426, -1.79766, -2.06891)  -0.0527
N (-3.13343, -2.68911, -3.85443)  0.0380
H (0.78304, -4.41435, -5.35261)  0.0714
H (-0.54926, -3.23041, -5.83076)  0.0780
H (-0.44359, -4.81988, -6.57349)  0.0858
H (-1.64963, -4.77987, -2.63477)  0.1184
H (-0.09536, -4.06905, -2.92170)  0.1068
H (-1.01692, -2.20329, -3.99589)  0.1082
H (-0.91271, -1.19776, -1.94470)  0.0602
H (-2.14602, -2.26550, -1.14200)  0.0626
H (-2.72577, -1.21578, -2.20549)  0.0599
H (-3.69169, -2.71975, -3.01330)  0.0502
H (-3.33076, -3.57049, -4.30648)  0.0625
C (-2.02350, 2.86955, 0.45762)  -0.1078
O (-2.15312, 4.00534, -0.34827)  -0.1786
C (-1.46412, 5.14922, 0.16078)  -0.1757
C (-1.27816, 6.24212, -0.97118)  -0.4084
C (-0.35579, 5.81119, -2.09204)  -0.0748
N (-0.80098, 7.51086, -0.37322)  0.0258
H (-2.16139, 3.03393, 1.52629)  0.0851
H (-1.08707, 2.35876, 0.23336)  0.0676
H (-2.70449, 2.11723, 0.05965)  0.0824
H (-1.80923, 5.68147, 1.04718)  0.1217
H (-0.44976, 4.79381, 0.34199)  0.1127
H (-2.27068, 6.33985, -1.41101)  0.1338
H (0.71435, 5.89205, -1.90136)  0.0744
H (-0.48836, 6.39595, -3.00230)  0.0809
H (-0.48503, 4.73237, -2.17895)  0.0456
H (-0.55434, 8.16316, -1.10382)  0.0617
H (0.16223, 7.30895, -0.14616)  0.0586
O (-0.00106, -0.65224, 0.76111)  -0.0683
H (-0.76434, -0.31661, 1.23121)  -0.0047
H (0.27212, -1.41960, 1.26388)  -0.0507
O (0.30922, -2.88527, 2.00365)  -0.0420
H (-0.08657, -3.35285, 1.26815)  0.0647
H (0.45290, -3.55977, 2.66745)  0.0735

# 3
# C24H72N12O3P3Si

A cluster of 4 separate species, C24H72N12O3P3Si in total (ωB97M-V/def2-TZVPD, the Open Molecules 2025 dataset).

Results
Total charge: +1
LUMO energy, eV: -2.5

Last column: Löwdin charge in e.
Atoms and positions in Å:
C (-7.66188, 0.73012, 0.86311)  -0.0652
C (-6.78314, -0.52432, 0.71690)  -0.1855
N (-6.01926, -0.60103, -0.52706)  0.1123
C (-6.51088, -0.62243, -1.74550)  -0.4627
N (-7.85909, -0.54354, -1.94695)  0.2032
N (-5.66270, -0.70774, -2.80188)  0.0444
Si (-4.53161, 0.71660, -2.99521)  0.5187
C (-5.54617, 2.28389, -2.79003)  -0.1532
C (-3.69904, 0.71832, -4.66311)  -0.1623
C (-3.20029, 0.60162, -1.67994)  -0.1672
H (-7.11108, 1.50654, 1.39144)  0.0795
H (-8.51704, 0.48505, 1.49075)  0.0831
H (-8.00710, 1.14055, -0.08140)  0.0635
H (-6.05845, -0.51673, 1.52659)  0.1236
H (-7.38163, -1.42523, 0.87115)  0.1219
H (-5.01511, -0.68506, -0.44639)  0.1299
H (-8.13095, -0.97012, -2.82669)  0.1288
H (-8.41593, -0.99337, -1.22569)  0.1226
H (-6.22103, -0.77886, -3.64907)  0.1088
H (-5.30601, 3.00427, -3.57153)  0.0394
H (-6.62173, 2.09373, -2.85545)  0.0273
H (-5.37355, 2.75059, -1.81945)  0.0348
H (-3.01961, 1.57184, -4.65316)  0.0477
H (-4.39773, 0.79746, -5.49446)  0.0370
H (-3.07588, -0.17308, -4.75756)  0.0357
H (-2.21465, 0.80340, -2.09510)  0.0451
H (-3.15412, -0.40242, -1.25053)  0.0201
H (-3.40149, 1.32940, -0.89437)  0.0367
O (-1.11878, 0.34667, 0.78201)  -0.3196
P (-0.06422, 0.54404, 1.84593)  0.6935
N (1.25533, -0.27440, 1.12652)  -0.3363
C (1.20005, -1.71194, 0.97711)  -0.1190
C (1.73674, 0.38475, -0.07541)  -0.1232
N (-0.80118, -0.25257, 3.16243)  -0.3074
C (-0.17242, -1.26904, 3.97888)  -0.1272
C (-2.23611, -0.48558, 3.06835)  -0.1487
N (0.92048, 1.53004, 2.91377)  -0.2907
C (0.60346, 2.96566, 2.83591)  -0.1336
C (2.36381, 1.34928, 3.03705)  -0.1293
H (2.18183, -2.09568, 0.68610)  0.0932
H (0.46488, -2.00561, 0.21688)  0.0546
H (0.96042, -2.21989, 1.90794)  0.0555
H (2.05779, 1.40707, 0.15286)  0.0746
H (0.96741, 0.43731, -0.85748)  0.0734
H (2.60547, -0.14109, -0.47228)  0.0884
H (-0.24132, -2.26298, 3.52035)  0.0720
H (-0.66243, -1.32173, 4.95429)  0.0835
H (0.87487, -1.04137, 4.17840)  0.0785
H (-2.47782, -1.37072, 2.46091)  0.0763
H (-2.74063, 0.37140, 2.62906)  0.0611
H (-2.64689, -0.62901, 4.06988)  0.0809
H (0.96411, 3.42064, 1.90642)  0.0719
H (1.04814, 3.50102, 3.67522)  0.0802
H (-0.47978, 3.11453, 2.88775)  0.0765
H (2.93238, 1.71965, 2.17905)  0.0559
H (2.62684, 0.30857, 3.19857)  0.0732
H (2.69630, 1.90612, 3.91658)  0.0902
O (5.33940, 2.81368, 2.10931)  -0.3001
P (6.11749, 4.05814, 2.43440)  0.6844
N (5.30202, 5.28296, 1.54600)  -0.3391
C (5.38499, 5.34374, 0.09840)  -0.1114
C (3.94672, 5.49941, 2.02142)  -0.1324
N (7.65146, 3.63200, 1.83268)  -0.3103
C (8.46414, 4.45403, 0.96256)  -0.1335
C (7.88008, 2.21480, 1.56170)  -0.1338
N (6.81792, 5.17352, 3.60344)  -0.2968
C (6.58433, 4.77140, 5.00051)  -0.1325
C (6.70092, 6.61912, 3.48063)  -0.1375
H (4.99997, 6.30932, -0.23911)  0.0843
H (4.81642, 4.54740, -0.40187)  0.0869
H (6.41528, 5.29545, -0.24171)  0.0502
H (3.95284, 5.77159, 3.08333)  0.0724
H (3.31737, 4.60639, 1.90645)  0.0620
H (3.48325, 6.32623, 1.48155)  0.0860
H (8.17708, 4.34439, -0.09008)  0.0735
H (9.51438, 4.16477, 1.04868)  0.0830
H (8.41818, 5.50915, 1.23554)  0.0755
H (7.46783, 1.90198, 0.59399)  0.0838
H (7.43266, 1.59381, 2.33180)  0.0682
H (8.95345, 2.01611, 1.56402)  0.0813
H (5.54545, 4.93281, 5.31175)  0.0765
H (7.23521, 5.32963, 5.67374)  0.0794
H (6.81433, 3.70978, 5.12822)  0.0794
H (5.70389, 7.00603, 3.72417)  0.0741
H (6.96738, 6.96112, 2.48579)  0.0700
H (7.41450, 7.06137, 4.18056)  0.0888
O (-3.01741, -6.85667, -2.26094)  -0.2923
P (-1.88545, -5.87396, -2.33639)  0.6938
N (-2.57538, -4.57612, -3.24550)  -0.3413
C (-2.82712, -4.66584, -4.67055)  -0.1120
C (-3.70581, -4.00274, -2.53022)  -0.1507
N (-0.69798, -6.81686, -3.10232)  -0.3137
C (0.06810, -6.40602, -4.25923)  -0.1309
C (-0.91129, -8.26356, -3.11030)  -0.1290
N (-0.64618, -4.83751, -1.61234)  -0.2884
C (-0.65033, -4.85896, -0.13985)  -0.1279
C (-0.39822, -3.48426, -2.07398)  -0.1454
H (-3.05340, -3.66711, -5.05654)  0.0758
H (-3.66064, -5.33476, -4.92407)  0.0896
H (-1.94174, -5.00208, -5.20628)  0.0576
H (-3.40950, -3.66695, -1.52772)  0.0689
H (-4.50531, -4.74754, -2.41792)  0.0779
H (-4.12832, -3.13380, -3.04069)  0.0580
H (-0.48024, -6.57880, -5.19360)  0.0776
H (0.99926, -6.97478, -4.31350)  0.0836
H (0.35877, -5.35602, -4.20675)  0.0697
H (-1.60451, -8.57975, -3.89894)  0.0858
H (-1.30965, -8.60350, -2.15948)  0.0703
H (0.04508, -8.76657, -3.26351)  0.0825
H (-1.51326, -4.30920, 0.25842)  0.0739
H (0.25869, -4.40916, 0.25966)  0.0678
H (-0.69900, -5.88468, 0.23515)  0.0829
H (-1.17587, -2.77273, -1.76044)  0.0713
H (-0.30897, -3.43185, -3.15495)  0.0683
H (0.55084, -3.13020, -1.66466)  0.0775

Computed values of E_tot (unit: Eh) for the preceding records, in sequence: -1886.746321; -1886.578293; -3153.778021.
Computed values of orbital gap (unit: eV) for the preceding records, in sequence: 9.056; 8.897; 7.216.
Computed values of F_max (unit: hartree/bohr) for the preceding records, in sequence: 0.0425; 0.0665; 0.0902.